Below is 2 unconnected molecules or ions with the total composition C17H9F3N3O4S at a distorted geometry, with properties calculated with wB97M-V/def2-TZVPD.

XYZ file:
```
37
Properties=species:S:1:pos:R:3:forces:R:3
S -0.444 2.655 3.547 1.077 1.035 -1.522
F 0.846 5.119 3.012 -1.216 -0.797 0.631
F -1.196 5.082 2.325 0.483 -0.611 1.190
F -0.798 5.101 4.544 0.629 -0.729 -2.168
O -2.394 -3.834 -4.347 -0.227 -1.035 1.932
O 2.558 2.501 2.724 -0.825 -0.266 -1.239
O -3.155 -5.441 -3.032 1.323 1.911 -0.065
O -1.563 1.037 1.084 3.156 1.827 -0.824
N 0.339 2.023 2.103 -0.673 0.962 1.291
N 0.864 -1.957 3.559 -1.520 -0.115 -2.375
N -2.488 -4.384 -3.210 0.058 -0.355 -0.886
C -0.859 -2.133 0.180 0.313 0.002 1.569
C 0.673 1.499 -0.087 0.505 0.047 -0.089
C -1.864 -4.230 -0.766 -0.606 0.347 0.584
C 1.590 1.604 -2.311 0.460 1.499 0.277
C 1.963 1.782 0.442 -0.266 1.235 -1.026
C 2.874 1.996 -1.794 -0.406 -1.384 -0.109
C 0.481 1.416 -1.452 1.209 -1.331 -0.620
C -1.822 -3.731 -2.097 0.265 0.083 -0.100
C -1.029 -1.628 -1.147 0.968 -0.046 -1.088
C -1.544 -3.428 0.319 0.896 0.174 0.192
C 3.097 2.046 -0.390 -0.919 -0.136 -0.191
C 0.347 -1.858 2.495 1.028 0.459 1.260
C -0.036 -1.414 1.179 -0.555 -2.121 -1.321
C -1.286 -2.422 -2.262 -0.729 0.181 0.397
C 1.773 2.151 1.871 -0.190 -0.223 1.341
C -0.380 4.602 3.301 0.027 -0.292 0.326
C -0.405 1.444 1.008 -0.994 -0.340 0.846
H 0.783 -0.793 0.769 -0.863 -0.294 0.089
H 1.411 1.650 -3.416 0.339 -0.487 1.167
H -0.818 -0.582 -1.376 0.218 -0.810 0.447
H -2.150 -5.253 -0.486 -0.315 0.540 -0.693
H 3.731 2.031 -2.521 -0.962 0.390 0.936
H -0.372 0.866 -1.834 -0.284 1.204 -0.163
H -1.096 -1.982 -3.258 -0.688 -0.392 0.609
H 4.103 2.329 0.016 -1.243 -0.398 -0.256
H -1.733 -3.865 1.310 0.527 0.266 -0.349
```
Forces are in eV/Å.

Computed properties:
Net charge = -1
Spin multiplicity = 1
Relative energy (zero: lowest compared OMol25 entry of this formula, charge and spin) = 11.2 kcal/mol
HOMO energy = -3.719 eV
E_LUMO = 1.242 eV

Below is a molecular structure, C18H10BaCl5N4S4 at a distorted geometry, with properties calculated with wB97M-V/def2-TZVPD.

XYZ file:
```
42
Properties=species:S:1:pos:R:3:forces:R:3
Ba 0.184 -0.350 -0.222 0.252 -0.248 0.604
Cl -3.129 -3.170 -4.649 -0.028 0.054 0.031
Cl -5.404 1.238 -2.477 0.042 -0.020 0.011
Cl -0.536 -2.646 -2.948 0.012 -0.009 0.003
Cl -2.777 1.741 -0.804 -0.013 0.012 -0.011
Cl -5.567 -1.215 -4.401 0.024 -0.021 0.001
S 1.772 1.441 1.449 0.472 0.237 0.302
S 2.695 -1.746 0.238 0.649 -0.048 0.126
S -1.824 -5.188 0.956 0.033 0.002 -0.070
S -3.466 0.422 3.553 0.005 0.117 -0.109
N -0.867 -2.814 0.958 -0.005 0.143 0.096
N 0.610 -4.366 0.020 -0.106 0.175 0.076
N -1.359 1.860 2.589 0.178 -0.181 -0.105
N -1.636 -0.383 1.949 -0.115 0.016 0.221
C -4.131 -0.932 -3.485 0.072 0.016 0.024
C -1.903 -1.532 -2.841 -0.122 0.168 0.012
C -2.475 -1.460 2.189 0.192 -0.001 -0.325
C 4.354 -1.639 2.386 -0.146 0.040 -0.076
C -4.052 0.165 -2.628 0.007 0.080 0.096
C -2.771 -3.922 1.659 -0.081 -0.143 0.075
C -2.014 0.672 2.615 -0.085 -0.079 0.129
C -2.873 0.364 -1.910 -0.027 -0.134 -0.147
C -3.042 -1.797 -3.595 0.033 -0.126 -0.021
C 4.954 -1.157 3.535 -0.041 0.075 -0.038
C 2.965 0.334 2.188 0.004 -0.067 0.074
C -1.764 -0.450 -1.996 -1.069 -0.037 -0.968
C -3.532 -1.210 2.989 -0.118 -0.015 0.189
C 4.562 0.081 4.035 -0.033 -0.042 -0.046
C -0.567 -4.029 0.602 0.020 -0.096 0.056
C -2.092 -2.756 1.599 0.133 0.204 -0.165
C 3.589 0.798 3.361 -0.064 -0.037 -0.121
C 3.350 -0.939 1.689 0.021 0.000 0.148
H -3.742 -4.123 2.084 0.069 0.025 -0.019
H 4.652 -2.601 1.987 -0.008 0.015 0.008
H 0.847 -5.337 -0.057 -0.006 -0.031 0.018
H 3.281 1.768 3.734 0.006 -0.010 -0.013
H 1.383 -3.706 0.185 -0.060 -0.023 -0.028
H 5.010 0.486 4.936 -0.018 -0.012 -0.047
H -1.633 2.559 3.257 0.002 -0.015 0.023
H -0.346 1.803 2.384 -0.161 -0.014 0.024
H 5.722 -1.739 4.032 -0.017 -0.003 -0.007
H -4.316 -1.877 3.312 0.096 0.030 -0.032
```
Forces are in eV/Å.

Computed properties:
Net charge = -1
Spin multiplicity = 1
Relative energy (zero: lowest compared OMol25 entry of this formula, charge and spin) = 12.1 kcal/mol
HOMO energy = -3.923 eV
E_LUMO = 2.115 eV

Below is a molecular structure, C18H10Br4KO3S at a distorted geometry, with properties calculated with wB97M-V/def2-TZVPD.

XYZ file:
```
37
Properties=species:S:1:pos:R:3:forces:R:3
Br -18.817 0.239 7.111 -0.864 0.096 0.201
Br -17.073 2.614 5.577 -0.025 -0.297 0.180
Br -14.187 -3.146 6.912 -0.651 -0.035 0.204
Br -17.404 -2.728 7.639 -0.930 -0.626 0.470
K -11.711 1.269 5.692 -0.308 -0.564 -0.140
S -12.392 4.366 6.267 -0.223 -0.281 -0.138
O -14.282 1.957 5.592 2.608 0.973 -0.852
O -11.054 3.690 6.308 -0.085 -2.099 -0.314
O -13.082 -0.888 5.920 1.877 1.818 -0.663
C -13.512 3.321 10.035 0.620 -0.091 -0.068
C -14.241 -0.471 6.205 -2.187 -0.322 0.197
C -11.753 5.904 6.798 -0.784 0.071 0.445
C -14.855 0.908 5.968 -1.614 -2.057 1.024
C -12.749 3.509 8.885 0.574 0.028 0.269
C -15.127 -1.478 6.720 1.874 0.915 -0.696
C -14.881 3.495 9.992 -0.378 0.075 0.401
C -12.087 7.955 7.878 -0.665 0.654 -0.145
C -15.505 3.910 8.817 -0.308 -0.183 0.048
C -13.370 3.937 7.735 0.213 0.255 -0.415
C -10.380 6.038 6.822 0.696 -0.379 -0.859
C -17.013 -0.038 6.721 -0.828 -1.425 0.308
C -12.630 6.827 7.304 -0.523 0.405 0.241
C -9.859 7.201 7.330 0.408 0.395 0.218
C -14.739 4.136 7.681 -0.480 0.347 -0.471
C -10.726 8.143 7.858 0.901 0.929 0.454
C -16.457 -1.287 6.966 -0.420 0.535 0.122
C -16.266 0.972 6.187 1.550 0.699 -0.468
H -13.002 3.067 10.964 -0.228 -0.129 -0.196
H -10.317 9.068 8.271 -0.103 -0.257 -0.066
H -15.231 4.473 6.758 0.337 -0.356 0.388
H -11.664 3.359 8.882 -0.360 0.080 0.071
H -9.735 5.254 6.381 -0.618 0.693 0.520
H -12.734 8.731 8.276 0.076 -0.109 0.085
H -16.596 4.019 8.767 0.553 -0.046 0.018
H -13.714 6.641 7.296 0.620 0.138 0.007
H -15.452 3.308 10.907 0.051 0.118 -0.434
H -8.778 7.363 7.324 -0.377 0.033 0.052
```
Forces are in eV/Å.

Computed properties:
Net charge = -1
Spin multiplicity = 1
Relative energy (zero: lowest compared OMol25 entry of this formula, charge and spin) = 0.0 kcal/mol
HOMO energy = -2.451 eV
E_LUMO = 1.827 eV

Below is a molecular structure, C18H10I2N4O6PdS2Se, with properties calculated with wB97M-V/def2-TZVPD.

XYZ file:
```
44
Properties=species:S:1:pos:R:3:forces:R:3
I 0.206 -3.275 0.051 0.044 -0.039 0.037
I 0.546 -4.217 -2.499 -0.006 0.004 0.002
Pd 0.124 -0.784 -0.767 -0.204 0.127 -0.010
Se 4.839 5.086 -1.716 0.001 0.029 0.074
S -3.042 -0.561 -0.229 -0.165 -0.067 0.182
S -0.761 -1.181 2.544 -0.016 -0.007 -0.015
O 0.107 -2.372 2.228 -0.052 0.008 -0.075
O -1.843 -1.074 -1.010 0.168 -0.037 -0.132
O -2.841 0.771 0.273 0.031 -0.004 -0.013
O -4.198 -0.771 -1.058 0.123 0.065 -0.044
O -0.670 -0.852 3.937 -0.009 0.002 0.016
O -0.528 -0.106 1.605 0.071 0.018 0.029
N 2.120 -0.379 -0.711 0.013 -0.029 0.024
N 5.088 3.385 -1.258 0.000 -0.012 -0.075
N 3.078 4.901 -1.890 0.019 -0.027 -0.071
N 0.079 1.161 -1.400 -0.029 0.009 -0.001
C 3.709 1.401 -0.960 -0.021 0.005 0.005
C 3.111 -1.199 -0.377 -0.030 0.021 0.013
C 4.741 0.533 -0.610 0.001 -0.020 0.004
C -2.411 -1.841 2.277 0.010 0.001 0.023
C -4.821 -3.238 2.150 -0.007 0.010 -0.013
C -3.252 -1.674 1.169 0.027 -0.023 0.005
C 2.798 3.653 -1.630 -0.005 0.005 0.033
C -2.805 -2.689 3.308 0.003 -0.016 -0.007
C -0.910 3.222 -2.031 0.045 0.045 0.004
C -0.997 1.866 -1.715 -0.068 -0.061 -0.059
C 0.315 3.846 -2.015 -0.034 -0.031 0.029
C 2.410 0.908 -1.005 -0.039 -0.015 -0.006
C 3.916 2.810 -1.278 -0.015 0.009 0.032
C 1.448 3.101 -1.679 -0.002 0.001 -0.008
C -4.449 -2.387 1.123 -0.040 -0.015 0.026
C 4.435 -0.777 -0.321 0.016 0.014 0.002
C -4.001 -3.383 3.254 0.018 -0.004 0.019
C 1.285 1.758 -1.374 0.037 -0.030 0.027
H -1.943 1.347 -1.695 0.107 0.075 -0.053
H 5.200 -1.488 -0.044 0.000 0.004 0.001
H -2.151 -2.790 4.163 0.000 -0.003 0.003
H 5.757 0.904 -0.571 -0.002 -0.001 0.000
H 2.840 -2.217 -0.142 -0.012 -0.001 -0.013
H -4.284 -4.033 4.071 0.007 0.003 0.001
H -5.091 -2.248 0.267 0.007 -0.015 0.024
H -1.815 3.759 -2.274 0.002 0.000 -0.004
H 0.421 4.897 -2.248 0.004 -0.002 -0.010
H -5.759 -3.774 2.086 0.002 0.003 -0.006
```
Forces are in eV/Å.

Computed properties:
Net charge = 0
Spin multiplicity = 1
Relative energy (zero: lowest compared OMol25 entry of this formula, charge and spin) = 17.6 kcal/mol
HOMO energy = -9.158 eV
E_LUMO = -1.736 eV